C45H88F18N5O16 | wB97M-V/def2-TZVPD

Calculated values
LUMO energy (eV): -0.37
Net charge: -1
HOMO (hartree): -0.086
Total energy (eV): -137202.572
Gap between HOMO and LUMO (eV): 2.0

```
172
Properties=species:S:1:pos:R:3:forces:R:3
C 2.45163 -2.73310 1.49794 -1.10 0.33 -0.48
C 2.32502 -2.59395 2.98605 1.70 -1.20 0.69
C 2.41353 -4.03820 3.65309 -0.75 1.41 0.84
C 2.42022 -3.93730 5.21564 0.59 -0.40 -1.11
N 2.38371 -5.30638 5.90877 -0.25 -0.98 0.83
C 2.64360 -5.20816 7.41654 -1.00 0.17 0.39
C 1.76220 -6.31779 8.11287 -0.69 0.19 -0.20
C 0.80737 -6.85896 7.00181 1.16 -0.70 0.99
C 0.96140 -5.87377 5.89875 -0.53 0.93 -0.63
C 3.39181 -6.28749 5.33951 -1.13 1.22 -0.65
H 3.38515 -3.19248 1.17297 -0.09 -0.05 0.08
H 2.36603 -1.73083 1.07814 0.12 -0.07 -0.25
H 1.58173 -3.29142 1.15199 0.12 -0.23 -0.50
H 1.44245 -2.03131 3.29037 -0.04 -0.20 0.02
H 3.21064 -2.00560 3.22611 -0.06 0.09 0.81
H 3.25425 -4.62966 3.29047 0.14 0.43 -0.12
H 1.50275 -4.54046 3.32706 -0.12 -0.27 0.08
H 1.58102 -3.32233 5.54069 -0.15 -0.38 0.22
H 3.31897 -3.43847 5.57827 0.16 -0.10 -0.11
H 3.70488 -5.19135 7.66453 -0.05 -0.32 -0.36
H 2.26514 -4.21074 7.64022 -0.08 -0.11 0.42
H 2.22167 -7.14259 8.65756 0.78 0.18 -0.49
H 1.11130 -5.91254 8.88760 0.27 0.67 -0.09
H 1.11049 -7.86635 6.71654 0.07 0.01 -0.20
H -0.20600 -6.96307 7.38956 -0.02 0.31 -0.32
H 0.64922 -6.26013 4.92851 0.42 0.23 -0.13
H 0.36135 -4.99355 6.12952 -0.18 -0.03 -0.17
H 3.31060 -7.21532 5.90578 0.36 0.18 -0.11
H 4.34807 -5.76440 5.34346 0.13 -0.48 0.32
H 3.09135 -6.39466 4.29723 0.18 -0.55 0.13
C 3.98621 -0.91021 -2.88040 -0.47 -0.42 -1.00
C 4.77739 -2.15563 -3.01888 0.00 -2.75 3.87
O 4.61330 -3.17059 -2.29190 1.05 3.46 -3.40
N 5.86037 -2.12027 -4.07131 -2.34 -3.40 -1.02
H 5.40301 -1.76386 -4.89828 0.11 0.94 -0.26
H 6.65499 -1.53060 -3.86891 2.31 2.47 0.65
C 6.33014 -3.50147 -4.51305 0.45 0.06 0.59
H 3.56818 -0.75070 -3.87433 -0.34 0.26 -0.27
H 4.53601 0.01325 -2.69862 0.42 -0.12 0.38
H 3.14737 -1.10756 -2.21293 0.35 0.23 0.15
H 6.70567 -4.01465 -3.62777 -0.07 0.05 -0.18
H 7.12707 -3.40570 -5.25048 0.02 0.44 0.26
H 5.54688 -4.09732 -4.98164 -0.30 0.37 0.33
C -2.55611 -5.78101 0.08069 0.73 -1.21 -0.01
C -3.29073 -4.69093 -0.62727 0.99 0.07 1.11
O -2.72472 -3.72890 -1.04195 -1.75 -0.37 -0.38
N -4.81255 -4.92751 -0.64857 -0.08 1.11 -3.40
H -5.03097 -5.91165 -0.71078 0.23 -0.36 0.16
H -5.26738 -4.55169 0.17118 -0.69 1.46 2.58
C -5.55266 -4.20731 -1.86621 1.86 0.29 1.33
H -1.49339 -5.82068 -0.15840 -0.04 0.66 -0.53
H -2.88084 -6.78286 -0.20027 -0.54 -0.01 0.29
H -2.51267 -5.66380 1.16350 -0.86 0.11 0.03
H -6.62220 -4.41745 -1.86111 0.40 -0.43 -0.05
H -4.93252 -4.45138 -2.72875 -0.70 -0.30 -0.22
H -5.40639 -3.14033 -1.69810 -0.12 -0.10 0.24
C -5.51544 4.96820 -0.36778 -0.34 -0.18 -0.22
C -5.28499 4.58940 -1.78290 1.82 0.98 -1.30
O -5.53220 5.30590 -2.71533 0.11 -1.76 0.58
N -4.58725 3.18261 -2.00182 -2.02 1.05 -0.84
H -3.69775 3.17752 -2.48024 1.52 1.03 -1.25
H -4.25603 2.85001 -1.10753 -0.15 -1.00 1.89
C -5.41604 2.11902 -2.69248 -0.15 0.69 1.04
H -5.81758 6.01531 -0.34830 -0.15 -0.20 -0.10
H -4.71385 4.82423 0.35667 0.11 -0.46 -0.36
H -6.34419 4.29670 -0.14338 -0.16 0.11 0.81
H -6.28775 1.97624 -2.05386 0.28 -0.69 0.25
H -4.71116 1.29125 -2.77021 -0.57 -0.23 -0.06
H -5.85439 2.38472 -3.65443 0.83 0.48 -0.05
C 1.16573 0.90743 -1.17672 0.03 0.11 -0.70
C 0.14220 0.47129 -0.20108 1.16 -0.28 2.99
O 0.34294 0.03741 0.94153 -1.33 0.80 -3.40
N -1.25213 0.66732 -0.73777 0.62 -3.73 -0.30
H -1.89520 1.08096 -0.07787 -1.23 0.95 1.07
H -1.29468 1.19017 -1.60086 0.14 1.80 -1.06
C -1.92449 -0.70844 -1.12743 0.34 0.98 0.72
H 0.93135 1.92352 -1.49409 -0.13 0.28 -0.11
H 1.02645 0.29948 -2.07064 -0.10 -0.01 -0.31
H 2.22766 0.89377 -0.93133 -0.35 -0.19 0.71
H -2.97062 -0.42380 -1.23997 0.04 -0.30 0.16
H -1.75068 -1.42790 -0.32726 -0.24 0.35 0.15
H -1.55007 -1.15382 -2.04913 0.29 0.63 0.01
C -4.10133 1.82922 1.65353 0.19 -1.12 -2.49
O -5.29007 2.61705 1.63410 1.74 0.05 1.81
O -3.74545 1.73316 0.33502 1.50 0.33 0.69
C -2.98113 2.26221 2.74721 -1.21 0.95 -1.99
F -1.76116 1.73703 2.53561 -0.17 0.02 -0.51
F -2.87713 3.60469 2.80277 0.25 -0.37 0.09
F -3.34485 1.82604 3.94077 -0.38 -0.30 1.18
C -5.99256 2.63337 2.86840 -1.22 1.18 -1.09
C -7.11620 3.58202 2.49250 -0.58 -0.25 0.75
H -7.63827 3.03389 1.70822 -0.56 0.48 0.01
H -7.72840 3.78304 3.37165 -0.48 -0.21 -0.14
H -6.80963 4.56391 2.13195 0.42 -0.24 -0.05
H -5.51113 3.01267 3.76977 0.73 -0.22 -0.26
H -6.43306 1.64942 3.02932 0.18 -0.23 0.42
H -4.40106 0.82456 1.95171 -0.10 -0.45 0.92
C -5.14740 -2.57101 2.21733 -2.05 -0.17 -2.37
O -3.92249 -3.29951 2.15190 2.39 0.18 0.91
O -6.06566 -3.38291 1.53707 1.36 0.87 1.41
C -5.49813 -1.98671 3.64516 -1.46 -1.54 0.87
F -5.47069 -2.97090 4.55454 0.11 -0.75 0.61
F -4.68673 -1.03957 4.15260 0.09 0.13 -0.90
F -6.77528 -1.48076 3.73105 1.18 -0.16 -0.75
C -2.69168 -2.65183 2.61020 -0.38 0.77 0.24
C -1.43695 -3.47829 2.48328 -0.63 -1.44 -1.05
H -1.54790 -4.41677 3.02646 0.30 -0.06 0.46
H -1.34016 -3.79506 1.44481 0.15 0.07 -0.27
H -0.50207 -2.96066 2.69812 -0.34 0.22 0.41
H -2.77281 -2.36068 3.65746 -0.30 0.16 -0.02
H -2.45557 -1.76348 2.02438 -0.63 0.44 -0.03
H -5.09612 -1.61055 1.70448 0.79 0.42 -0.71
C -1.71614 2.53370 -4.16014 0.89 1.46 2.53
O -3.03485 2.94277 -4.55697 -0.13 -1.59 0.05
O -1.66162 2.83187 -2.79068 -0.06 -2.80 -2.11
C -1.36337 0.95561 -4.62545 -1.03 2.89 1.81
F -1.51862 0.75634 -5.92127 0.04 -0.31 -0.56
F -0.10768 0.51628 -4.28549 -1.28 0.17 -0.07
F -2.29154 0.20674 -3.96676 0.46 -0.87 -0.18
C -3.23420 3.69279 -5.70792 -0.10 -0.08 -1.07
C -4.71200 3.80195 -5.99544 -0.45 0.68 -0.40
H -5.10144 2.95960 -6.56716 0.09 -0.17 0.11
H -5.37545 3.97804 -5.14872 0.37 0.02 0.25
H -4.80755 4.68767 -6.62352 -0.29 0.02 -0.21
H -2.82662 3.24322 -6.61339 0.43 -0.50 -0.02
H -2.76219 4.67528 -5.70674 0.05 0.23 0.73
H -1.01638 3.17465 -4.69644 0.41 -0.11 -0.43
C -0.13496 6.35204 2.00518 2.88 2.15 2.38
O 0.97764 5.43200 1.81091 -1.14 -1.70 -0.83
O 0.49490 7.38526 2.69119 -2.62 -1.02 -2.52
C -0.86228 6.51561 0.57038 0.59 1.82 -0.82
F -0.10893 7.11333 -0.36891 0.71 0.43 0.54
F -1.25253 5.40508 -0.09090 -0.56 -1.05 0.85
F -1.99744 7.30104 0.60546 0.12 -0.42 0.77
C 0.61661 4.09234 1.49871 1.93 -0.70 -0.15
C 1.81625 3.18760 1.97484 -0.66 -0.32 0.38
H 1.75057 3.10570 3.05976 0.38 0.51 0.25
H 1.80330 2.12892 1.71575 -0.79 -0.27 -0.63
H 2.82747 3.44434 1.65922 -0.24 0.90 0.04
H 0.44348 3.93825 0.43364 0.20 0.13 -0.34
H -0.30176 3.73968 1.96808 -0.09 0.24 0.47
H -0.84476 5.91352 2.70662 -0.82 -0.74 -0.30
C 8.21027 0.79232 -3.15745 -2.21 -3.39 -1.45
O 7.15897 0.51204 -2.19492 -0.34 1.37 0.95
O 7.99922 -0.25376 -4.07968 0.45 1.54 0.83
C 8.17097 2.24582 -3.80740 -0.72 -0.98 0.71
F 6.92698 2.72556 -4.10038 1.04 -0.71 0.21
F 8.74836 3.10856 -2.96491 -0.02 0.61 0.71
F 8.91853 2.29308 -4.90077 -0.02 -0.23 -0.77
C 7.16018 1.26181 -0.96201 -0.64 -0.03 -0.23
C 6.00448 0.72498 -0.12160 -0.54 0.79 0.28
H 5.94979 1.16325 0.87491 0.87 -0.18 0.37
H 5.00913 1.06486 -0.40768 0.05 -0.30 -1.00
H 6.04840 -0.36245 -0.06119 -0.01 -0.03 0.06
H 7.11038 2.33162 -1.16474 -0.53 0.08 0.00
H 8.06259 1.16941 -0.35766 0.56 -0.55 -0.28
H 9.08474 0.67013 -2.51834 0.93 0.48 -0.47
C 4.09356 4.69592 -3.03368 -0.15 3.15 -2.86
O 3.10225 3.95769 -3.84472 1.45 -1.58 -0.26
O 3.82770 6.05693 -3.32067 1.24 -3.88 2.49
C 4.02533 3.96076 -1.64205 -0.46 2.54 -1.62
F 5.00527 4.26603 -0.77217 1.05 -0.78 -0.29
F 2.95535 4.33337 -1.05141 -3.05 0.51 1.79
F 3.91060 2.61632 -1.78852 0.93 -0.95 0.17
C 3.57981 3.04403 -4.85044 -3.13 0.60 -0.71
C 2.19817 2.52695 -5.33460 -0.27 -0.44 0.59
H 2.22601 1.56830 -5.85261 0.06 -0.12 -0.26
H 1.57128 2.42386 -4.44890 0.15 -0.41 0.22
H 1.59692 3.23859 -5.90042 0.55 0.24 -0.40
H 4.21240 2.18118 -4.64207 0.26 0.09 1.03
H 3.98214 3.48398 -5.76295 0.71 0.83 0.34
H 5.06846 4.36872 -3.39504 0.68 -0.03 -0.36
```
Positions in Å, forces in eV/Å.